Entry 1:
Formula: C30H29MnN5O3
Source: the Open Molecules 2025 dataset
Level of theory: wB97M-V/def2-TZVPD

Cartesian coordinates (Å):
Mn (0.063, 0.294, 0.502)
O (5.567, -1.191, 0.061)
O (3.007, -0.563, 0.210)
O (-1.690, 1.338, -0.027)
N (-0.109, 3.025, -0.008)
N (0.877, 1.979, 0.085)
N (-0.989, -1.535, 0.403)
N (-2.351, -2.760, -0.834)
N (-7.622, -4.277, -4.629)
C (2.070, 2.460, -0.028)
C (-4.507, 5.545, -0.216)
C (5.312, -1.917, -1.190)
C (-4.726, 4.210, -0.520)
C (-2.417, 3.687, -0.221)
C (4.413, 2.779, -0.188)
C (2.126, -0.638, 2.579)
C (-2.126, 5.037, 0.052)
C (3.615, -0.751, 3.007)
C (-3.396, -3.150, -1.714)
C (6.116, 1.030, -0.256)
C (-1.510, -3.642, -0.135)
C (-4.060, -4.353, -1.472)
C (-5.435, -3.753, -3.396)
C (1.797, -0.750, 1.025)
C (-3.721, 3.292, -0.520)
C (-5.082, -4.609, -2.338)
C (3.379, 1.842, -0.052)
C (1.359, -1.751, 3.289)
C (-0.696, -2.853, 0.617)
C (5.153, 0.130, -0.110)
C (1.532, 0.686, 3.154)
C (-3.682, -2.277, -2.716)
C (5.732, 2.392, -0.227)
C (-6.655, -4.002, -4.085)
C (-2.030, -1.479, -0.431)
C (-1.353, 2.638, -0.053)
C (-3.209, 5.923, 0.036)
C (-4.679, -2.604, -3.569)
C (3.766, 0.477, 0.031)
H (6.563, 3.083, -0.462)
H (4.263, 3.878, -0.293)
H (5.795, -2.873, -1.049)
H (1.688, -2.752, 3.015)
H (-5.745, -5.451, -2.251)
H (-2.983, -1.491, -2.898)
H (4.198, -2.070, -1.219)
H (3.664, -0.812, 4.108)
H (1.627, -1.668, 4.371)
H (-5.363, 6.203, -0.246)
H (-4.777, -1.889, -4.384)
H (4.060, -1.737, 2.724)
H (0.080, -3.208, 1.247)
H (0.452, 0.629, 3.052)
H (-1.097, 5.401, 0.265)
H (-3.914, 2.240, -0.805)
H (-1.527, -4.747, -0.307)
H (7.130, 0.722, -0.197)
H (-5.733, 3.908, -0.780)
H (1.968, 1.501, 2.682)
H (-2.538, -0.633, -0.803)
H (-3.098, 7.000, 0.080)
H (0.314, -1.511, 3.105)
H (1.960, 3.572, -0.162)
H (-3.831, -5.020, -0.671)
H (1.647, 0.751, 4.242)
H (4.203, 0.144, 2.837)
H (5.626, -1.324, -2.107)
H (1.529, -1.759, 0.789)

Values from the calculation:
Electronic energy: -76489.9351 eV
Spin multiplicity: 4
<S²>: 3.79
Gap between HOMO and LUMO (spin up / spin down): 7.11 / 6.54 eV


Entry 2:
Formula: C21H38CoN4O4S2
Source: the Open Molecules 2025 dataset
Level of theory: wB97M-V/def2-TZVPD

Cartesian coordinates (Å):
Co (0.621, -1.107, -0.558)
S (-1.791, -0.925, 1.508)
S (-0.583, 0.898, -1.186)
O (1.872, -1.266, 1.612)
O (2.097, -2.369, -0.866)
O (2.172, 0.369, -0.383)
O (-1.007, -1.577, 0.376)
N (4.178, -3.126, -0.550)
N (2.283, 2.265, 0.838)
N (-0.347, 0.644, -3.806)
N (-1.001, 2.713, -3.023)
C (-3.316, -3.117, 2.698)
C (3.060, -1.996, 1.327)
C (2.296, 3.093, -0.353)
C (-3.414, -1.206, -1.586)
C (-0.686, 4.903, -2.040)
C (4.243, -3.600, -1.918)
C (-2.579, 4.332, -0.094)
C (-1.942, 5.563, -0.101)
C (2.188, 0.950, 0.719)
C (2.216, 2.959, 2.103)
C (2.052, 0.090, 1.976)
C (5.346, -3.459, 0.231)
C (-3.305, -4.243, 1.670)
C (-1.320, 3.667, -2.021)
C (3.089, -2.514, -0.117)
C (-3.457, -0.454, 0.844)
C (-2.024, -2.318, 2.704)
C (-2.274, 3.384, -1.054)
C (-4.129, -1.278, -0.243)
C (-0.648, 1.452, -2.788)
C (-0.999, 5.848, -1.078)
H (1.358, 3.647, -0.429)
H (3.076, -2.851, 2.012)
H (2.839, 2.481, 2.855)
H (-4.304, -4.654, 1.557)
H (3.128, 3.792, -0.307)
H (-2.954, -3.892, 0.703)
H (3.942, -1.371, 1.497)
H (-4.248, -2.317, 0.058)
H (-1.865, -1.832, 3.667)
H (-3.356, -0.178, -1.933)
H (-5.135, -0.865, -0.365)
H (-2.407, -1.611, -1.509)
H (3.376, -3.244, -2.468)
H (-0.418, 0.936, -4.769)
H (-2.648, -5.046, 1.991)
H (-4.082, -0.375, 1.734)
H (-4.173, -2.462, 2.544)
H (-3.958, -1.786, -2.323)
H (-0.932, 3.068, -3.969)
H (2.574, 3.974, 1.961)
H (-3.434, -3.545, 3.695)
H (-0.068, -0.306, -3.606)
H (-2.799, 2.446, -1.076)
H (-3.339, 4.114, 0.639)
H (4.260, -4.690, -1.941)
H (-3.269, 0.553, 0.471)
H (5.154, -3.226, -2.388)
H (0.037, 5.125, -2.810)
H (5.337, -3.000, 1.211)
H (1.144, 0.380, 2.514)
H (2.413, 2.449, -1.222)
H (-0.526, 6.815, -1.107)
H (6.237, -3.130, -0.305)
H (1.191, 3.007, 2.470)
H (2.918, 0.211, 2.638)
H (-2.201, 6.311, 0.630)
H (-1.170, -2.961, 2.487)
H (5.406, -4.543, 0.354)

Values from the calculation:
Electronic energy: -95829.3456 eV
Spin multiplicity: 4
<S²>: 3.76
Total charge: +2
Gap between HOMO and LUMO (spin up / spin down): 9.26 / 8.46 eV


Entry 3:
Formula: C25H38N2O5
Source: the Open Molecules 2025 dataset
Level of theory: wB97M-V/def2-TZVPD

Cartesian coordinates (Å):
O (-4.927, 0.050, 0.811)
O (1.849, -0.349, 1.207)
O (-3.158, -0.773, 2.494)
O (1.209, 1.462, -3.548)
O (2.679, 3.323, 1.053)
N (1.328, -0.869, -0.942)
N (0.888, 1.820, -1.336)
C (0.954, 1.051, -2.434)
C (0.662, -0.422, -2.146)
C (2.326, 3.254, 3.408)
C (1.961, -2.186, -0.923)
C (-5.967, 0.381, -0.083)
C (3.153, 2.729, 2.246)
C (3.466, -4.380, 0.305)
C (-2.246, -1.236, 3.459)
C (-1.341, 0.230, 1.229)
C (1.961, -4.480, 0.073)
C (3.359, 2.879, -0.097)
C (-6.047, -0.568, -1.281)
C (-3.642, 0.373, 0.503)
C (-7.216, -0.212, -2.189)
C (-2.674, -0.068, 1.437)
C (0.550, 1.231, -0.061)
C (1.207, 3.230, -1.413)
C (-3.223, 1.094, -0.601)
C (-1.878, 1.380, -0.801)
C (4.105, -3.461, -0.731)
C (-0.932, 0.950, 0.107)
C (1.321, -3.097, 0.127)
C (1.320, -0.080, 0.143)
C (3.468, -2.076, -0.680)
C (2.716, 3.492, -1.338)
H (2.690, 2.831, 4.339)
H (-0.426, -0.551, -2.059)
H (5.177, -3.377, -0.544)
H (-5.880, 1.423, -0.419)
H (3.324, 1.779, -0.152)
H (3.913, -1.424, -1.436)
H (3.972, -3.888, -1.728)
H (1.476, -2.659, 1.114)
H (0.700, 3.743, -0.596)
H (1.014, -1.004, -2.999)
H (-8.155, -0.266, -1.643)
H (3.917, -5.372, 0.251)
H (0.870, 1.920, 0.727)
H (3.199, 3.075, -2.222)
H (-2.845, -1.770, 4.195)
H (0.246, -3.165, -0.055)
H (-7.106, 0.798, -2.580)
H (2.394, 4.337, 3.454)
H (4.420, 3.172, -0.045)
H (3.649, -3.979, 1.304)
H (1.509, -5.123, 0.830)
H (-1.723, -0.409, 3.950)
H (-7.267, -0.900, -3.029)
H (-1.586, 1.943, -1.674)
H (-5.113, -0.526, -1.845)
H (-0.590, -0.093, 1.932)
H (1.798, -2.628, -1.911)
H (3.635, -1.629, 0.300)
H (1.283, 2.977, 3.278)
H (-6.161, -1.587, -0.906)
H (3.065, 1.635, 2.176)
H (0.835, 3.604, -2.371)
H (2.871, 4.571, -1.328)
H (-1.510, -1.921, 3.025)
H (4.216, 2.981, 2.387)
H (-6.878, 0.292, 0.516)
H (1.773, -4.932, -0.905)
H (-3.935, 1.452, -1.327)

Values from the calculation:
SMILES: CCCOc1ccc([C@H]2C(=O)N(C3CCCCC3)CC(=O)N2CCCOCC)cc1OC
Relative energy (zero: lowest compared OMol25 entry of this formula, charge and spin): 0.000 eV
Electronic energy: -39760.2263 eV
Spin multiplicity: 1
Gap between HOMO and LUMO: 8.81 eV


Entry 4:
Formula: C24H41BrF7N3O3PS
Source: the Open Molecules 2025 dataset
Level of theory: wB97M-V/def2-TZVPD

Cartesian coordinates (Å):
Br (-0.032, 2.340, 1.853)
S (0.122, -3.388, -3.228)
P (2.040, -0.599, -1.412)
F (-2.804, -2.404, 2.145)
F (-1.596, -0.267, 2.697)
F (-3.108, 0.979, 1.801)
F (-4.435, -1.009, 2.143)
F (-4.626, -2.813, 0.261)
F (-2.761, -2.254, -0.661)
F (-4.423, -0.827, -0.537)
O (-0.176, 1.766, -2.624)
O (5.385, -1.760, -1.723)
O (-2.675, 1.207, -1.154)
N (-0.617, -0.880, -2.275)
N (-0.620, -3.951, 5.197)
N (-0.478, -0.650, 0.032)
C (2.967, -1.214, -4.009)
C (3.004, 0.352, -0.165)
C (-3.228, 2.308, -1.909)
C (-0.165, 1.297, -1.322)
C (-1.343, 2.692, 0.413)
C (1.030, -3.757, 3.364)
C (0.999, -1.719, 1.784)
C (-3.769, -1.797, 0.079)
C (-1.400, 0.151, 0.412)
C (-2.344, -0.095, 1.588)
C (6.044, -3.018, -1.883)
C (3.325, 1.842, -0.529)
C (-4.279, 3.076, -1.076)
C (2.604, -0.036, -3.072)
C (-4.197, 4.613, -1.177)
C (0.535, -2.315, 3.127)
C (-3.308, -1.352, 1.494)
C (-0.250, -1.939, -2.771)
C (0.209, -0.219, -1.202)
C (-0.875, 3.967, -0.298)
C (0.786, -4.123, 4.838)
C (-1.470, 1.414, -0.490)
C (-0.043, -1.914, 0.628)
C (-0.926, 5.167, 0.706)
H (2.588, 0.295, 0.837)
H (-1.519, 4.247, -1.127)
H (-0.866, -2.500, 1.028)
H (2.864, 2.467, 0.244)
H (-1.543, 4.943, 1.577)
H (-5.266, 2.773, -1.432)
H (1.130, -5.137, 5.067)
H (5.313, -3.801, -1.698)
H (6.430, -3.124, -2.899)
H (2.061, -1.557, -4.512)
H (-5.185, 5.065, -1.199)
H (-3.734, 4.997, -0.260)
H (0.374, -4.415, 2.777)
H (-2.264, 2.933, 0.935)
H (3.638, -0.880, -4.799)
H (6.034, -1.071, -1.888)
H (-2.468, 2.948, -2.355)
H (-1.256, 6.080, 0.215)
H (1.956, -2.154, 1.502)
H (0.163, 3.903, -0.617)
H (3.371, -2.049, -3.441)
H (2.075, -3.892, 3.090)
H (-4.238, 2.719, -0.047)
H (-0.747, -3.880, 6.193)
H (3.466, 0.628, -2.985)
H (-0.541, -2.314, 3.262)
H (-3.568, 4.962, -1.996)
H (4.391, 2.053, -0.498)
H (1.083, -0.639, 1.928)
H (-1.208, -4.670, 4.804)
H (2.866, 2.153, -1.466)
H (0.437, -2.529, -0.130)
H (-3.755, 1.834, -2.739)
H (0.081, 5.344, 1.087)
H (1.359, -3.405, 5.432)
H (0.970, -1.696, 3.918)
H (0.686, 1.803, -0.867)
H (1.851, 0.555, -3.602)
H (6.863, -3.119, -1.169)
H (-0.957, 1.429, -3.082)
H (3.963, -0.171, -0.129)

Values from the calculation:
Electronic energy: -145346.3126 eV
Spin multiplicity: 1
Total charge: +1
Gap between HOMO and LUMO: 6.80 eV


Entry 5:
Formula: C3H3FO3Rb
Source: the Open Molecules 2025 dataset
Level of theory: wB97M-V/def2-TZVPD

Cartesian coordinates (Å):
Rb (-2.258, 0.383, -3.065)
F (-1.119, 1.114, 1.579)
O (-0.001, 0.058, -0.787)
O (-0.891, -1.770, -1.654)
O (0.278, -1.910, 0.283)
C (0.163, 0.689, 1.546)
C (0.806, 0.693, 0.218)
C (-0.183, -1.339, -0.716)
H (0.511, 0.202, 2.456)
H (1.761, 0.158, 0.286)
H (0.933, 1.722, -0.146)

Values from the calculation:
Relative energy (zero: lowest compared OMol25 entry of this formula, charge and spin): 0.000 eV
Electronic energy: -12673.6279 eV
Spin multiplicity: 2
<S²>: 0.75
Gap between HOMO and LUMO (spin up / spin down): 6.17 / 7.09 eV


Entry 6:
Formula: C3H6N2S
Source: the Open Molecules 2025 dataset
Level of theory: wB97M-V/def2-TZVPD

Cartesian coordinates (Å):
S (-2.072, -1.767, -0.666)
N (-0.480, 0.268, -1.286)
N (0.576, 1.054, -0.708)
C (0.067, -0.685, 0.796)
C (0.749, 0.597, 0.615)
C (-0.897, -0.644, -0.368)
H (0.636, -1.710, 0.847)
H (0.317, 1.308, 1.347)
H (1.773, 0.588, 0.965)
H (-1.243, 0.799, -1.761)
H (-0.790, -0.787, 1.639)
H (1.364, 0.980, -1.420)

Values from the calculation:
SMILES: S=C1CCNN1
Relative energy (zero: lowest compared OMol25 entry of this formula, charge and spin): 2.253 eV
Electronic energy: -17021.7877 eV
Spin multiplicity: 1
Gap between HOMO and LUMO: 8.77 eV